Record 1
41
Properties=species:S:1:pos:R:3:lowdin_charge:R:1 method="wB97M-V/def2-TZVPD" lumo_ev=0.2 mol_weight_g_mol=415.20 homo_lumo_gap_ev=8.9
Sc -0.25092 -0.47660 -0.02315 0.914
O 1.79234 -0.86005 -0.86717 -0.163
C 2.94795 -0.73782 -0.00748 -0.162
C 2.72545 0.52554 0.78882 -0.134
N 1.40828 0.48528 1.43854 -0.211
C 0.92251 1.85249 1.69137 -0.066
C 0.29978 2.43372 0.42052 -0.589
O 0.38065 3.61120 0.15779 0.089
O -0.32644 1.53524 -0.28976 -0.116
C 1.37184 -0.32355 2.66690 -0.071
C -0.08338 -0.70827 2.95013 -0.586
O -0.49450 -0.85443 4.07304 0.104
O -0.78651 -0.85465 1.85179 -0.142
H 1.74301 -1.75038 -1.25274 0.060
H 3.84735 -0.65731 -0.61837 0.134
H 3.01438 -1.62089 0.62796 0.094
H 2.73345 1.37797 0.10561 0.140
H 3.53234 0.66831 1.51514 0.144
H 1.71161 2.50544 2.06983 0.141
H 0.12888 1.81140 2.44113 0.146
H 1.79713 0.20342 3.52395 0.141
H 1.91960 -1.25624 2.51687 0.112
C -3.40182 0.01348 0.59512 -0.033
O -2.47892 -0.35981 -0.43819 -0.298
C -2.83038 0.18571 -1.70918 -0.165
C -1.93962 -0.48688 -2.72294 -0.170
O -0.57274 -0.26275 -2.38252 -0.299
C 0.00742 0.85494 -3.06520 -0.053
H -4.39497 -0.35607 0.33658 0.102
H -3.42249 1.10042 0.69986 0.109
H -3.05251 -0.44413 1.51443 0.090
H -2.67531 1.26879 -1.69372 0.139
H -3.88042 -0.03169 -1.92190 0.142
H -2.14516 -0.12006 -3.73009 0.139
H -2.10106 -1.56560 -2.69818 0.117
H -0.01066 0.66296 -4.13934 0.102
H 1.03432 0.93661 -2.72227 0.092
H -0.51882 1.77779 -2.82247 0.100
Se -0.45839 -3.18108 -0.74135 0.670
C 0.82738 -3.41963 0.53968 -0.827
N 1.67938 -3.48283 1.32099 0.063


Record 2
12
Properties=species:S:1:pos:R:3:lowdin_charge:R:1 method="wB97M-V/def2-TZVPD" lumo_ev=-4.5 total_charge=+1 mol_weight_g_mol=117.15 homo_lumo_gap_ev=9.5
C -0.61005 -0.87885 -0.52248 -0.019
C 0.65642 0.37191 1.06206 -0.552
C 1.62892 0.57584 0.01874 -0.629
N 0.29531 -0.67329 -1.48543 0.131
N -0.42203 -0.53000 0.76918 0.037
O 1.51913 0.02535 -1.25086 -0.031
S 2.20912 -0.49066 1.30711 1.048
H -1.58360 -1.46605 -0.72423 0.205
H 0.10853 1.85479 1.54301 0.307
H 2.06625 1.55669 -0.33979 0.174
H -0.02687 -0.99277 -2.37276 0.173
H -0.88457 -0.74228 1.62504 0.156


Record 3
66
Properties=species:S:1:pos:R:3:lowdin_charge:R:1 method="wB97M-V/def2-TZVPD" lumo_ev="2.7 / 2.7" total_charge=-1 mol_weight_g_mol=634.79 homo_lumo_gap_ev="3.1 / 3.1"
In 0.66103 0.35111 0.13224 0.368
Cl -0.44171 -1.77405 -0.92033 0.089
N -0.13330 -0.82447 2.01664 0.065
N 0.44501 0.77245 -2.24220 0.065
C 0.83806 -1.07451 2.88767 -0.364
C 1.60557 0.75478 -2.83919 -0.374
C -1.36174 -1.51347 2.53055 -0.555
C -1.02275 -1.60980 4.02667 -0.053
C -1.47734 -2.92027 1.97649 -0.072
C -2.60509 -0.71304 2.23040 -0.035
H -0.59658 -3.51742 2.25041 0.088
H -1.54746 -2.88358 0.88102 -0.011
H -2.36735 -3.38473 2.39712 0.081
H -2.48771 0.31519 2.59522 0.087
H -3.45434 -1.17631 2.74031 0.085
H -2.80553 -0.69191 1.15426 0.079
C -0.63474 1.01431 -3.27737 -0.531
C 0.19312 1.09192 -4.56175 -0.047
C -1.33316 2.33181 -2.97714 -0.062
C -1.64232 -0.10121 -3.33766 -0.100
H -1.14334 -1.06258 -3.50259 0.056
H -2.31783 0.09662 -4.17718 0.085
H -2.23550 -0.17279 -2.41927 0.060
H -0.59721 3.13902 -2.94651 0.076
H -1.84390 2.28559 -2.01077 0.044
H -2.05494 2.52086 -3.76664 0.082
O 1.60429 0.92112 -4.14473 0.021
H 0.11901 2.06549 -5.06829 0.128
H -0.03369 0.28761 -5.27161 0.125
O 0.46276 -1.53752 4.06853 0.013
H -1.31392 -2.55297 4.51062 0.126
H -1.42001 -0.75304 4.59169 0.129
C 2.29430 -0.84152 2.62768 -0.044
C 2.92129 0.63654 -2.14100 -0.037
C 3.02550 -0.57545 -1.18404 -0.201
H 3.04204 1.54248 -1.53587 0.127
H 3.70134 0.59305 -2.88306 0.109
C 2.56287 -0.51806 0.12816 -0.237
C 2.71731 -1.30135 1.21374 -0.220
H 0.82017 2.00121 0.85330 -0.310
C 3.09686 -2.60610 0.83431 -0.237
C 3.43726 -2.86373 -0.49588 -0.004
C 3.15933 -3.60945 1.90004 -0.060
C 3.39007 -1.89669 -1.48618 -0.253
H 3.77332 -3.84425 -0.75046 0.100
C 3.77538 -2.13276 -2.89335 -0.056
H 4.12364 -3.16975 -3.01153 0.074
H 4.58347 -1.46149 -3.20847 0.079
H 2.95293 -1.97087 -3.62721 0.095
H 3.72550 -3.26448 2.77686 0.079
H 3.64528 -4.52820 1.52135 0.078
H 2.15889 -3.92467 2.30527 0.095
H 2.85744 -1.32681 3.39594 0.103
H 2.44434 0.25159 2.70028 0.125
Se -0.18461 2.95704 0.27200 0.694
C -1.93971 3.26028 1.06680 -0.567
C -2.02754 4.41613 1.84151 -0.179
C -3.28487 4.93553 2.08906 -0.112
C -4.44023 4.28714 1.55753 -0.124
C -4.29876 3.10105 0.84876 -0.129
C -3.04854 2.55576 0.57883 -0.163
H -1.12986 4.87611 2.22537 0.083
H -3.39142 5.82720 2.69271 0.083
H -5.41682 4.72103 1.73934 0.078
H -5.18710 2.56490 0.49089 0.096
H -2.91646 1.62438 0.03069 0.083


Record 4
72
Properties=species:S:1:pos:R:3:lowdin_charge:R:1 method="wB97M-V/def2-TZVPD" lumo_ev="-7.4 / -8.9" s2=6.05 total_charge=+2 multiplicity=5 mol_weight_g_mol=725.87 homo_lumo_gap_ev="4.4 / 4.4"
Os 0.78908 -1.22521 -0.69370 1.567
C 1.02705 -1.54023 -2.59222 -0.331
C -0.24828 -0.86089 -2.40234 -0.306
C -1.50187 -1.65606 -2.59953 -0.185
C -1.57614 -2.80892 -1.58972 -0.147
C -0.53659 -2.67573 -0.49738 -0.356
C 0.84079 -3.14806 -0.46226 -0.321
C 1.48215 -3.78800 -1.64806 -0.150
C 1.11862 -3.01158 -2.92981 -0.130
C 1.87267 -0.47260 1.77520 -0.043
H 1.84896 -0.94847 -3.02300 0.097
H -0.26663 0.12560 -2.85635 0.106
H -1.51729 -2.04515 -3.61900 0.133
H -2.40051 -1.03004 -2.55975 0.116
H -2.56750 -2.76244 -1.11046 0.130
H -1.45926 -3.79346 -2.05322 0.133
H -1.04757 -2.83505 0.43782 0.082
H 1.11106 -3.61812 0.47739 0.128
H 1.21939 -4.85601 -1.71235 0.144
H 2.57522 -3.75838 -1.56019 0.126
H 1.91311 -3.07818 -3.69354 0.140
H 0.15893 -3.32797 -3.35180 0.112
H 2.93074 -0.33737 1.51344 0.029
H 1.81708 -1.20225 2.59209 0.027
H 1.51097 0.48259 2.16395 -0.037
P -0.88176 0.00150 1.38923 1.097
P 0.34234 2.06642 -0.71845 0.912
N -1.30656 -1.65679 2.29392 -0.189
N -1.61638 0.91233 2.63956 -0.262
N 1.70847 1.46916 -1.59744 -0.196
N 0.35403 3.71047 -0.99037 -0.201
C -2.00729 0.38560 0.00243 -0.330
C -1.42540 1.53060 -0.86223 -0.243
C -0.28154 -2.59553 2.45424 -0.251
C -0.73005 -3.69963 3.15999 -0.048
C -2.08179 -3.40376 3.53259 -0.040
C -2.39743 -2.14438 3.00119 -0.110
C -1.20473 0.66636 3.96995 -0.126
C -2.23658 1.03792 4.80677 -0.045
C -3.30078 1.55154 3.98848 -0.048
C -2.89861 1.47784 2.67663 -0.128
C 2.47060 0.32515 -0.95994 -0.315
C 3.50825 0.05180 -1.98379 -0.103
C 3.34693 0.88952 -3.08343 -0.057
C 2.25103 1.73212 -2.82879 -0.118
C 0.51709 4.39342 -2.19738 -0.096
C 0.65857 5.72923 -1.88974 -0.036
C 0.52424 5.87793 -0.47054 -0.044
C 0.28055 4.64909 0.04940 -0.136
H -2.99677 0.67260 0.38371 0.082
H -2.12112 -0.52030 -0.61471 0.054
H -1.55273 1.31463 -1.93715 0.093
H -1.98190 2.47134 -0.71006 0.115
H 0.69901 -2.46939 2.03415 0.032
H -0.11920 -4.57116 3.35419 0.110
H -2.70852 -4.04349 4.11863 0.102
H -3.30540 -1.58073 3.07849 0.109
H -0.21958 0.24215 4.15775 0.116
H -2.22771 0.92335 5.88314 0.115
H -4.25304 1.91605 4.34020 0.113
H -3.38952 1.80003 1.76700 0.100
H 2.92077 0.66856 -0.01243 0.044
H 4.25498 -0.73543 -1.88872 0.120
H 3.91952 0.87844 -4.01945 0.133
H 1.87702 2.53470 -3.44414 0.094
H 0.50114 3.84701 -3.13370 0.104
H 0.84679 6.52008 -2.59975 0.115
H 0.59675 6.79799 0.11942 0.127
H 0.13838 4.32614 1.07854 0.116
S 3.32390 3.44469 1.69792 0.966
C 2.07666 2.66227 1.20004 -0.771
N 1.03317 2.11452 0.75945 -0.143


Record 5
12
Properties=species:S:1:pos:R:3:lowdin_charge:R:1 method="wB97M-V/def2-TZVPD" lumo_ev=1.1 mol_weight_g_mol=86.09 homo_lumo_gap_ev=10.1
O 0.65015 -1.59218 1.87036 0.035
C -0.60989 -1.54142 1.42396 -0.198
O -0.88833 -0.58717 0.59969 -0.025
C 0.06483 0.35914 0.15691 -0.317
C -0.50445 1.31563 -0.82616 -0.083
C 0.47016 0.25310 -1.27293 -0.078
H 0.23190 -2.35213 2.36062 0.084
H 0.76826 0.67225 0.91920 0.148
H -1.54925 1.16560 -1.08651 0.113
H -0.18420 2.34982 -0.77744 0.103
H 0.06755 -0.58428 -1.83550 0.113
H 1.48328 0.54164 -1.53220 0.104


Record 6
24
Properties=species:S:1:pos:R:3:lowdin_charge:R:1 method="wB97M-V/def2-TZVPD" lumo_ev=0.6 mol_weight_g_mol=184.26 homo_lumo_gap_ev=9.1
C -0.55788 -0.03249 -0.71024 -0.356
C -0.50238 -0.38676 0.74064 -0.307
C 2.64695 0.26617 -0.41261 -0.276
C -0.57055 0.88477 1.17955 -0.367
C 3.33308 -0.62755 0.20293 0.026
C -0.79034 -0.67664 -1.80756 -0.133
C -0.81902 -1.72482 1.26347 -0.048
C -0.56505 1.42861 2.59028 -0.057
C -0.94453 0.06611 -3.16731 -0.072
O -1.83280 2.49107 -0.61589 -0.524
O 2.06646 1.08997 -0.97464 0.121
S -0.53932 1.81647 -0.36812 0.998
H 3.24360 -0.76975 1.23239 0.047
H 3.88500 -1.36302 -0.31555 0.056
H -0.58215 -1.70649 -1.78377 0.092
H -0.01592 -2.55148 1.04923 0.118
H -1.90320 -1.95138 1.03292 0.110
H -0.84262 -1.62890 2.42862 0.100
H -0.16554 0.67601 3.22506 0.052
H -1.61267 1.63709 2.89268 0.095
H 0.12764 2.29719 2.67669 0.091
H 0.00277 0.57633 -3.42396 0.077
H -1.81870 0.79755 -2.97238 0.100
H -1.24282 -0.60805 -3.96244 0.054


Please write out number 1 again, unchanged.
41
Properties=species:S:1:pos:R:3:lowdin_charge:R:1 method="wB97M-V/def2-TZVPD" lumo_ev=0.2 mol_weight_g_mol=415.20 homo_lumo_gap_ev=8.9
Sc -0.25092 -0.47660 -0.02315 0.914
O 1.79234 -0.86005 -0.86717 -0.163
C 2.94795 -0.73782 -0.00748 -0.162
C 2.72545 0.52554 0.78882 -0.134
N 1.40828 0.48528 1.43854 -0.211
C 0.92251 1.85249 1.69137 -0.066
C 0.29978 2.43372 0.42052 -0.589
O 0.38065 3.61120 0.15779 0.089
O -0.32644 1.53524 -0.28976 -0.116
C 1.37184 -0.32355 2.66690 -0.071
C -0.08338 -0.70827 2.95013 -0.586
O -0.49450 -0.85443 4.07304 0.104
O -0.78651 -0.85465 1.85179 -0.142
H 1.74301 -1.75038 -1.25274 0.060
H 3.84735 -0.65731 -0.61837 0.134
H 3.01438 -1.62089 0.62796 0.094
H 2.73345 1.37797 0.10561 0.140
H 3.53234 0.66831 1.51514 0.144
H 1.71161 2.50544 2.06983 0.141
H 0.12888 1.81140 2.44113 0.146
H 1.79713 0.20342 3.52395 0.141
H 1.91960 -1.25624 2.51687 0.112
C -3.40182 0.01348 0.59512 -0.033
O -2.47892 -0.35981 -0.43819 -0.298
C -2.83038 0.18571 -1.70918 -0.165
C -1.93962 -0.48688 -2.72294 -0.170
O -0.57274 -0.26275 -2.38252 -0.299
C 0.00742 0.85494 -3.06520 -0.053
H -4.39497 -0.35607 0.33658 0.102
H -3.42249 1.10042 0.69986 0.109
H -3.05251 -0.44413 1.51443 0.090
H -2.67531 1.26879 -1.69372 0.139
H -3.88042 -0.03169 -1.92190 0.142
H -2.14516 -0.12006 -3.73009 0.139
H -2.10106 -1.56560 -2.69818 0.117
H -0.01066 0.66296 -4.13934 0.102
H 1.03432 0.93661 -2.72227 0.092
H -0.51882 1.77779 -2.82247 0.100
Se -0.45839 -3.18108 -0.74135 0.670
C 0.82738 -3.41963 0.53968 -0.827
N 1.67938 -3.48283 1.32099 0.063